Record 1
Molecular formula: C44H54N8OP2PtS3
Method: DFT, ωB97M-V/def2-TZVPD

Each line ends with the Mulliken charge.
Geometry (Å):
Pt -1.0444 -0.3165 0.5063  1.63
C 6.9377 1.7988 2.9973  -1.00
S 5.5103 1.0210 2.2157  0.09
C 4.7653 0.2041 3.6523  -1.18
C 3.4099 -0.3782 3.2599  -0.37
C 2.3877 0.7286 3.0143  -0.82
N 1.2269 0.3109 2.1969  0.20
P -0.3239 -0.1442 2.6649  -0.09
C -1.0417 1.1167 3.6986  1.55
C -0.8129 1.1243 5.0793  -0.61
C -1.2574 2.1926 5.8422  -0.87
C -1.9286 3.2481 5.2382  -0.72
C -2.1514 3.2501 3.8652  -1.24
C -1.7052 2.1901 3.0948  -0.74
C -0.3021 -1.7091 3.5251  1.23
C -1.3173 -2.0420 4.4264  -0.86
C -1.3118 -3.2860 5.0391  -0.89
C -0.3062 -4.2000 4.7487  -0.69
C 0.6922 -3.8792 3.8359  -1.08
C 0.6938 -2.6390 3.2181  -0.74
P 1.0862 0.4277 0.5274  -0.41
C 2.2594 -0.6355 -0.2959  1.89
C 1.9082 -1.9615 -0.5749  -0.64
C 2.8544 -2.8376 -1.0786  -1.01
C 4.1606 -2.4010 -1.2838  -0.97
C 4.5202 -1.0947 -0.9847  -1.13
C 3.5739 -0.2062 -0.4927  -0.70
C 1.3521 2.1213 0.0300  1.11
C 1.0759 3.1478 0.9347  -0.50
C 1.2543 4.4682 0.5551  -0.99
C 1.7017 4.7687 -0.7250  -0.88
C 1.9707 3.7496 -1.6307  -0.72
C 1.7961 2.4265 -1.2591  -0.42
H 7.4801 2.3276 2.2169  0.37
H 7.5900 1.0450 3.4322  0.33
H 6.6218 2.5115 3.7558  0.30
H 4.6558 0.9285 4.4630  0.47
H 5.4249 -0.5892 4.0019  0.57
H 3.0573 -1.0506 4.0444  0.37
H 3.5286 -0.9752 2.3495  0.13
H 2.8657 1.5606 2.4914  0.66
H 2.0025 1.1287 3.9556  0.56
H -0.2849 0.3083 5.5565  0.55
H -1.0776 2.2040 6.9087  0.51
H -2.2755 4.0774 5.8404  0.46
H -2.6680 4.0807 3.4029  0.55
H -1.8558 2.1963 2.0207  0.77
H -2.0931 -1.3254 4.6684  0.56
H -2.0771 -3.5377 5.7614  0.53
H -0.2938 -5.1614 5.2449  0.47
H 1.4793 -4.5904 3.6228  0.52
H 1.4831 -2.3849 2.5203  0.52
H 0.9030 -2.3083 -0.3501  0.67
H 2.5947 -3.8686 -1.2826  0.54
H 4.9053 -3.0916 -1.6574  0.49
H 5.5434 -0.7683 -1.1121  0.56
H 3.8730 0.8015 -0.2336  0.81
H 0.7507 2.9201 1.9426  0.36
H 1.0635 5.2637 1.2627  0.53
H 1.8569 5.8001 -1.0125  0.45
H 2.3438 3.9913 -2.6173  0.58
H 2.0350 1.6334 -1.9574  0.25
N -5.6437 -0.4683 -4.1062  -0.44
C -4.4823 0.2108 -4.2012  0.52
N -3.3006 -0.3421 -4.2181  -0.55
C -2.3279 0.6308 -4.3572  -0.34
C -2.7679 1.9247 -4.3803  -0.74
S -4.4656 1.9612 -4.2631  -0.13
C -0.7947 -1.1775 -3.7442  -1.31
C -0.4742 -2.3173 -4.3319  0.07
S -0.6934 -3.7500 -3.3299  -0.09
C -1.2579 -2.7872 -2.0509  0.22
N -1.1587 -1.3587 -2.3492  1.92
N -1.7287 -3.1850 -0.9193  0.03
H -5.6117 -1.4512 -4.3293  0.25
H -6.5088 -0.0051 -4.3378  0.26
H -2.2035 2.8413 -4.4303  0.48
H -0.1721 -2.4600 -5.3598  0.57
H -1.7657 -4.1757 -0.7019  0.33
H -2.1932 -2.5343 -0.2529  0.14
N -1.1775 -0.4389 -1.5316  -1.23
C -0.9577 0.1568 -4.3761  2.07
N 0.0589 0.7215 -4.9483  0.16
C 1.4725 0.3407 -4.6837  -0.60
C 2.2006 -0.0510 -5.9606  -0.90
C 2.1339 1.0832 -6.9759  -0.73
C 0.6841 1.4745 -7.2172  -0.96
C -0.0539 1.8368 -5.9296  -0.84
H 1.4941 -0.4392 -3.9266  0.70
H 1.9270 1.2405 -4.2598  0.18
H 1.7608 -0.9623 -6.3782  0.25
H 3.2319 -0.2875 -5.6964  0.39
H 2.6016 0.7820 -7.9117  0.44
H 2.6993 1.9424 -6.6036  0.31
H 0.1467 0.6600 -7.7112  0.34
H 0.6124 2.3397 -7.8771  0.41
H -1.1029 2.0083 -6.1372  0.76
H 0.3733 2.7238 -5.4561  0.30
C -5.9555 -1.3923 2.7972  -1.05
N -4.7504 -1.8136 2.0625  0.17
C -4.4532 -3.2483 2.0347  -0.98
C -3.9720 -0.9465 1.4625  0.92
C -4.3402 0.5015 1.4665  -1.73
O -2.9062 -1.3528 0.8666  -0.94
H -6.2524 -2.2028 3.4555  0.44
H -6.7764 -1.1824 2.1118  0.34
H -5.7497 -0.5150 3.4047  0.39
H -5.3851 -3.7952 2.1448  0.51
H -3.7765 -3.5168 2.8464  0.27
H -4.0034 -3.5176 1.0841  0.22
H -4.2239 0.9169 2.4693  0.45
H -5.3815 0.6374 1.1754  0.57
H -3.6958 1.0484 0.7817  0.25

Computed properties:
Charge: +4
ΔE to the lowest compared entry with this formula, charge and spin, kJ/mol: 87.9
Frontier orbital gap, Ha: 0.1233

=====

Record 2
Molecular formula: C34H33N4O2STbTe
Method: DFT, ωB97M-V/def2-TZVPD

Each line ends with the Mulliken charge.
Geometry (Å):
Tb -1.4578 0.3568 -0.2004  0.15
C -2.7304 2.0551 1.9579  -1.02
C -2.3883 1.3417 3.2205  1.33
C -3.0831 1.7001 4.3611  -0.77
C -2.8273 1.0504 5.5738  -0.88
C -1.9221 -0.0040 5.5462  -0.68
C -1.1963 -0.3704 4.4234  1.11
C -0.3736 -1.6158 4.4985  -1.51
C -1.3350 0.3894 3.2290  0.11
N -0.6265 0.1063 2.0362  0.34
C 0.7374 -0.0505 2.2220  -0.81
O 1.3368 0.2694 3.2435  -0.71
C 1.4520 -0.6536 1.0296  1.62
C 2.9979 -0.4611 1.0569  -0.76
C 3.6742 -0.7836 -0.3160  -0.14
C 2.7967 -0.5641 -1.4913  -1.44
C 1.4728 -0.3801 -1.3309  0.52
N 0.7277 -0.4073 -0.1885  0.50
C 0.6764 0.0160 -2.5630  -0.78
O 1.1506 0.0471 -3.6959  -0.74
N -0.6250 0.2849 -2.2639  0.69
C -1.5141 0.1845 -3.3452  -0.31
C -1.8118 1.3001 -4.1370  0.96
C -1.0349 2.5731 -3.9233  -1.08
C -2.6715 1.1619 -5.2007  -0.95
C -3.2846 -0.0622 -5.4755  -0.68
C -2.9845 -1.1716 -4.6859  -0.89
C -2.0665 -1.0748 -3.6741  1.19
C -1.5668 -2.2761 -2.9458  -0.96
H -3.2938 2.9715 2.1944  0.47
H -3.3918 1.4949 1.2990  0.15
H -1.8760 2.4024 1.3895  -0.42
H -3.8258 2.5061 4.3236  0.34
H -3.3410 1.3351 6.5107  0.32
H -1.7707 -0.5861 6.4672  0.35
H -0.7028 -2.2300 5.3151  0.57
H 0.6742 -1.3781 4.6620  0.26
H -0.4386 -2.1914 3.5571  0.12
H 3.3800 0.4511 1.5089  0.46
H 4.5524 -0.1224 -0.3938  0.80
H 3.2437 -0.5985 -2.4888  0.40
H -1.1017 2.9743 -2.9201  0.05
H -1.3697 3.3199 -4.6567  0.38
H 0.0467 2.3826 -4.0788  0.21
H -2.8577 2.0370 -5.8330  0.33
H -4.0056 -0.2113 -6.2748  0.37
H -3.3839 -2.1512 -4.9891  0.34
H -1.8597 -3.1992 -3.4764  0.44
H -1.9374 -2.3404 -1.9010  0.10
H -0.4660 -2.2484 -2.9067  0.21
C 1.7569 3.6498 -1.5477  -1.04
Te 0.5468 3.2138 0.0896  0.56
C -0.2283 5.1532 0.1286  -1.14
H 1.2801 4.3989 -2.1743  0.37
H 1.8781 2.7418 -2.1402  0.21
H 2.7164 3.9621 -1.1629  0.43
H 0.4948 5.8523 0.5450  0.33
H -1.1090 5.1248 0.7834  0.31
H -0.5593 5.4789 -0.8487  0.36
C 0.9547 -3.9251 -0.1348  -1.45
C 1.9056 -3.1916 0.4041  -0.27
C 1.7164 -2.1539 1.4817  0.73
C 3.1370 -1.7720 1.9422  -0.62
C 4.1579 -2.6927 1.2406  0.05
C 4.2535 -2.2050 -0.1962  -0.65
C 3.3650 -3.3688 0.1151  -0.53
C 5.1101 -3.4542 1.9636  0.05
N 5.8113 -4.1031 2.5984  -0.67
H -0.0878 -3.7827 0.1663  0.29
H 1.1649 -4.7149 -0.8275  0.36
H 0.9969 -2.5290 2.1990  0.26
H 3.2860 -1.6279 3.0105  0.67
H 5.1381 -2.4081 -0.7769  0.59
H 3.7254 -4.3182 -0.2719  0.64
S -5.3505 -0.6250 -0.4989  -0.34
C -3.8583 -0.2827 -0.3575  -0.14

Computed properties:
Multiplicity: 8
⟨S²⟩: 16.762
Charge: -1
ΔE to the lowest compared entry with this formula, charge and spin, kJ/mol: 0.0
Frontier orbital gap (spin up / spin down), Ha: 0.2357 / 0.2003

=====

Record 3
Molecular formula: C26H23BrN3O6S2Tl
Method: DFT, ωB97M-V/def2-TZVPD

Each line ends with the natural charge from an NBO analysis.
Geometry (Å):
Tl 0.9363 -0.4370 -2.7490  0.86
C 5.7777 1.0950 -0.8445  -0.62
C 4.3459 0.8983 -1.3249  -0.23
N 3.4689 0.4119 -0.2641  -0.43
C 2.9405 1.4214 0.6583  -0.23
C 3.5705 1.3637 2.0458  -0.62
C 3.1699 -0.8908 -0.1170  0.35
S 3.8430 -2.1103 -1.0790  -0.36
N 2.3070 -1.2043 0.9003  -0.66
C 1.0345 -0.9704 0.7384  0.59
O 0.4570 -0.5017 -0.2901  -0.84
C 0.1552 -1.2686 1.9253  -0.03
C 0.5771 -2.1093 2.9507  -0.20
C -0.2585 -2.3717 4.0265  -0.24
C -1.5184 -1.7865 4.0921  -0.23
C -1.9385 -0.9400 3.0750  -0.21
C -1.1060 -0.6869 1.9941  -0.22
H 6.4080 1.4303 -1.6714  0.20
H 6.1759 0.1536 -0.4619  0.21
H 5.8322 1.8488 -0.0560  0.19
H 4.3247 0.1673 -2.1293  0.23
H 3.9192 1.8314 -1.6968  0.24
H 1.8580 1.3190 0.7262  0.22
H 3.1311 2.3899 0.1976  0.23
H 3.3806 0.3979 2.5121  0.23
H 3.1375 2.1463 2.6738  0.20
H 4.6495 1.5232 1.9949  0.19
H 1.5627 -2.5507 2.8783  0.23
H 0.0703 -3.0375 4.8163  0.19
H -2.1710 -1.9945 4.9323  0.19
H -2.9202 -0.4827 3.1116  0.21
H -1.4228 -0.0413 1.1857  0.25
Br -3.5870 1.4455 -0.2777  0.04
C -1.9872 2.4478 -0.0323  -0.07
C -1.8795 3.2581 1.0860  -0.26
C -0.7162 3.9948 1.2626  -0.24
C 0.3083 3.9122 0.3321  -0.14
C 0.1967 3.0776 -0.7744  -0.14
C -0.9657 2.3356 -0.9609  -0.21
C 1.3825 2.9643 -1.7360  0.77
O 2.2779 3.8161 -1.6252  -0.74
O 1.3668 1.9891 -2.5401  -0.84
H -2.6895 3.3069 1.8014  0.21
H -0.6143 4.6316 2.1338  0.20
H 1.2224 4.4809 0.4426  0.22
H -1.0773 1.6782 -1.8137  0.27
O -4.8168 -3.0696 -4.9066  -0.98
S -4.8243 -1.9717 -3.9626  2.30
O -6.1030 -1.3194 -3.7795  -0.98
N -3.6423 -0.9219 -4.2423  -0.88
C -2.7368 -0.9030 -3.2562  0.63
O -1.7241 -0.1902 -3.2112  -0.73
C -3.0600 -1.8701 -2.1358  -0.06
C -2.3479 -2.0974 -0.9716  -0.22
C -2.8498 -3.0336 -0.0735  -0.21
C -4.0335 -3.7185 -0.3400  -0.22
C -4.7450 -3.4841 -1.5127  -0.21
C -4.2294 -2.5531 -2.3910  -0.32
H -1.4345 -1.5506 -0.7648  0.27
H -2.3154 -3.2214 0.8505  0.21
H -4.4053 -4.4404 0.3779  0.20
H -5.6674 -4.0077 -1.7300  0.21

Computed properties:
Charge: -2
ΔE to the lowest compared entry with this formula, charge and spin, kJ/mol: 0.0
Frontier orbital gap, Ha: 0.2653

=====

Number 1: maximum force 0.28 eV/A. Number 2: maximum force 1.79 eV/A. Number 3: maximum force 0.08 eV/A.